Entry 1:
17
Properties=species:S:1:pos:R:3:forces:R:3 method="wB97M-V/def2-TZVPD" e_homo_ev="-4.98 / -9.76" max_force_ev_per_a=7.546 energy_ev=-8887.198 gap_ev="5.982 / 7.609" multiplicity=3
C -0.86388 -0.70960 -0.77401 -6.3 -0.1 4.1
C -2.44459 1.91528 0.78176 -0.8 2.0 -0.4
C 0.36110 -0.74358 -1.32643 5.5 -1.3 -1.1
C -1.73587 0.94382 0.75306 -1.4 -0.3 0.3
C -1.17067 -0.41325 0.68196 2.0 0.9 0.8
C 1.86410 0.38518 0.03122 2.7 2.2 3.7
C 1.05532 1.58131 0.45760 0.7 -0.3 -1.9
N 1.54531 -0.56017 -0.71277 -4.2 -1.9 -5.5
H -1.82892 -1.00450 -1.19614 0.8 0.3 -1.0
H -3.00655 2.88976 0.68407 1.1 -1.9 0.3
H 0.35959 -1.11470 -2.32335 0.6 -0.5 -0.8
H -1.91345 -1.04681 1.18617 0.4 -0.3 -0.4
H -0.19304 -0.39397 1.26623 -1.4 -0.4 -0.4
H 2.85702 0.17412 0.39754 0.4 0.7 0.9
H 0.06493 1.39197 0.03726 0.5 0.8 -0.1
H 1.49656 2.51259 -0.06673 -0.8 -1.1 1.6
H 0.94228 1.47611 1.54609 0.3 1.2 -0.2


Entry 2:
67
Properties=species:S:1:pos:R:3:forces:R:3 method="wB97M-V/def2-TZVPD" e_homo_ev="-2.43 / -6.53" max_force_ev_per_a=4.515 energy_ev=-63362.820 gap_ev="2.303 / 4.197" multiplicity=5
O 0.11004 2.28345 -3.04292 -0.3 -2.7 -0.3
C 0.17817 3.50290 -3.07874 0.0 4.1 -1.8
C 0.05033 4.37551 -4.30830 0.1 -1.6 2.5
C -0.26583 3.78449 -5.53899 -0.1 0.0 -1.3
H -0.56778 2.73916 -5.54750 0.2 0.1 0.0
C -0.20901 4.52463 -6.72246 -0.1 0.0 0.7
H -0.42598 4.04347 -7.67643 0.0 0.1 0.2
C 0.09492 5.89696 -6.68637 0.0 -0.1 -0.3
H 0.13728 6.46748 -7.62019 0.0 -0.2 0.4
C 0.30131 6.52436 -5.44125 -0.1 -0.3 0.6
H 0.46655 7.61069 -5.40512 0.0 -0.5 0.1
C 0.26256 5.76817 -4.26595 0.1 0.8 -0.4
H 0.37627 6.23321 -3.27934 0.1 0.0 -0.4
H 0.35754 4.05844 -2.13896 0.1 0.3 0.0
C 2.59633 1.38090 -0.67064 -0.1 -0.2 -0.6
C 1.74796 0.83647 0.42816 -1.0 -0.2 -0.6
H 3.51133 0.76781 -0.73232 -0.1 0.3 -0.1
H 2.87266 2.42894 -0.47918 -0.1 -0.3 0.0
H 2.04730 1.32035 -1.62591 0.5 0.3 0.4
C 2.19235 0.64821 1.68566 -0.2 -0.5 0.6
C 3.60853 0.44639 2.11452 0.0 0.3 0.5
H 1.43286 0.57890 2.47005 0.2 -0.3 -0.1
H 4.34348 1.06372 1.59015 -0.2 -0.1 0.0
H 3.91675 -0.60425 2.04657 -0.1 0.1 -0.2
H 3.63149 0.67834 3.17921 0.4 0.1 0.0
Ir -0.11371 0.20555 0.03720 1.8 3.0 -1.2
Cl 0.46143 -0.46206 -2.05864 0.5 -1.2 -1.9
Cl -0.57584 2.45616 -0.16319 -0.2 0.4 -0.2
H -3.30856 0.76225 -3.67216 0.1 0.0 0.2
H -3.53211 -1.61498 -4.25441 0.1 -0.1 0.1
C -2.59240 0.54275 -2.87318 0.1 0.1 -0.3
C -2.80629 -1.87408 -3.47661 -0.3 -0.1 -0.2
N -2.80254 -0.84004 -2.44823 0.3 -0.6 0.8
H -2.75292 1.20519 -2.02284 0.1 0.0 -0.2
C -2.64075 -1.20156 -1.17666 1.1 0.9 -0.4
O -2.21907 -0.42426 -0.26880 -1.4 -0.9 -0.7
H -3.10382 -2.82249 -3.01588 0.1 0.1 -0.2
H -2.81011 -2.27636 -0.96493 -0.1 0.4 0.0
H -1.57007 0.68337 -3.25032 -0.2 0.1 0.2
H -1.81507 -1.99708 -3.95188 -0.3 0.2 0.4
H -2.27174 0.76640 4.87872 0.2 0.3 -0.2
H -4.29225 2.59905 3.56054 0.2 0.2 0.0
C -1.70292 1.58388 4.40148 0.1 0.1 -0.1
C -3.35725 2.98648 3.12773 -0.3 -0.1 -0.1
N -2.31214 1.97045 3.13012 -0.3 -0.3 -0.1
H -0.66975 1.25173 4.23787 -0.3 0.2 0.0
C -2.04766 1.31836 2.00299 1.9 -0.9 0.4
O -1.03605 0.54190 1.90633 -2.7 1.5 2.5
H -3.54431 3.28100 2.08759 0.0 0.0 0.4
H -2.73405 1.50402 1.17470 0.3 0.0 -0.1
H -1.71935 2.46190 5.05502 0.1 -0.3 -0.1
H -3.02288 3.86107 3.69814 -0.1 -0.2 -0.2
C 1.15632 -5.14125 -0.26110 0.4 -0.7 -0.1
C 0.61785 -3.93383 0.38416 -0.2 0.8 0.5
C -0.07532 -3.79130 1.57337 -0.1 -0.2 -0.1
C -0.43837 -2.45023 1.70217 1.1 -0.1 -1.9
N 0.06124 -1.77633 0.62133 0.1 -2.3 1.5
N 0.73065 -2.69885 -0.12981 -0.5 -0.4 0.4
C -1.22782 -1.89439 2.80898 -0.6 -0.2 1.0
H 1.92261 -5.58595 0.38106 0.0 0.0 -0.1
H 0.37787 -5.89991 -0.39453 0.1 0.2 0.0
H 1.60152 -4.94239 -1.23612 0.0 0.1 0.1
H -0.30878 -4.57124 2.27170 -0.1 -0.2 0.1
H 1.12997 -2.45874 -1.03588 -0.3 0.5 0.2
H -0.64538 -1.18759 3.41480 -0.3 -0.2 -0.3
H -1.50122 -2.74440 3.45137 0.1 0.2 -0.1
H -2.16345 -1.42765 2.47381 0.5 -0.1 0.1